Arrangement w

Formula: C4H6ClN
Source: OMol25
Level of theory: ωB97M-V/def2-TZVPD

Last column: Löwdin charge in e.
Element x y z (Å)
C  -0.95554  0.00009  -0.63405  -0.759
H  -2.48861  -0.78054  0.54253  0.052
C  1.35465  0.36255  -0.23800  -0.190
N  0.39854  -0.09313  -0.88603  0.051
C  -1.50609  -1.01681  0.29842  -0.109
H  -1.40888  0.19860  -1.62784  0.097
H  2.64025  0.16801  1.05209  0.039
H  -1.05172  -1.05399  1.24722  0.066
Cl  -1.42025  1.65911  -0.00980  0.538
C  2.44059  0.82098  0.26461  0.024
H  3.13341  1.68788  0.12263  0.093
H  -1.13636  -1.95275  -0.13178  0.097

## Properties
M = 103.55 g mol⁻¹

***

Arrangement x

Formula: C4H6ClN
Source: OMol25
Level of theory: ωB97M-V/def2-TZVPD

Last column: Löwdin charge in e.
Element x y z (Å)
C  0.07792  -0.17172  -0.30611  -0.384
H  1.22965  1.65696  1.00796  0.020
C  -1.21640  0.22018  -0.81409  -0.096
H  -0.36048  0.97127  1.87011  0.049
C  0.67233  0.84793  1.43464  0.058
Cl  1.03223  -3.00769  -0.23676  0.749
C  0.82250  -1.37520  -0.47670  -0.817
H  -2.18433  -0.30543  -0.65575  0.076
H  1.29178  0.21223  1.89533  -0.039
H  -1.05033  0.12457  -2.02673  0.139
N  1.24843  -0.42564  -1.14027  0.166
H  -1.56329  1.25254  -0.55164  0.079

## Properties
M = 103.55 g mol⁻¹

***

Arrangement y

Formula: C4H6ClN
Source: OMol25
Level of theory: ωB97M-V/def2-TZVPD

Last column: Löwdin charge in e.
Element x y z (Å)
H  0.86127  1.79554  0.90320  0.058
C  0.76789  0.73316  1.00530  -0.131
H  0.47401  0.66691  1.95149  0.002
H  0.77709  -0.97237  -1.36380  0.052
C  -0.12052  -0.67606  -0.88344  -0.062
H  -3.07235  3.08821  -0.23833  0.050
C  -0.22884  0.05152  0.17405  -0.839
N  -0.97872  3.63969  -0.31708  0.070
C  -2.04525  3.28733  -0.42948  -0.110
H  -0.99126  -1.17077  -1.41957  0.084
H  1.89507  0.30897  0.96513  0.145
Cl  -1.80387  0.13873  0.81084  0.681

## Properties
M = 103.55 g mol⁻¹

***

What are the relative energies? In hartree: arrangement w 0.0042; arrangement x 0.0908; arrangement y 0.0000.

***

Arrangement w

Formula: C4H6ClN
Source: OMol25
Level of theory: ωB97M-V/def2-TZVPD

Last column: Löwdin charge in e.
Element x y z (Å)
H  1.76081  -1.01561  -1.17276  -0.010
H  -0.37435  -1.59573  2.24708  0.074
C  0.83996  -0.79748  0.68625  -0.203
H  -0.84091  -0.10854  1.31371  -0.011
H  -2.26646  0.79721  -0.55697  0.057
Cl  -0.34568  0.24582  -2.50061  0.516
C  -0.18957  -0.88283  1.44169  -0.006
H  -1.47643  1.86629  0.39893  0.118
N  -1.44992  1.26870  -0.44216  -0.042
C  1.81131  -0.74947  -0.18051  -0.035
C  -0.40754  1.40436  -1.18686  -0.569
H  2.93877  -0.43272  -0.04778  0.110

## Properties
M = 103.55 g mol⁻¹

***

Arrangement x

Formula: C4H6ClN
Source: OMol25
Level of theory: ωB97M-V/def2-TZVPD

Last column: Löwdin charge in e.
Element x y z (Å)
C  0.62386  0.47232  0.04098  -0.828
H  1.23659  -1.26484  -0.95860  0.037
H  -3.05921  -0.44983  -2.05029  0.050
Cl  0.36855  1.40323  -1.43987  0.589
H  0.51213  0.28822  2.07941  0.061
H  2.65056  -0.50651  -0.35209  0.117
C  -2.85299  -0.53581  -1.01023  -0.082
C  1.51423  -0.69244  -0.10056  -0.169
N  -2.60737  -0.24654  0.06995  0.071
H  1.38562  -1.32787  0.92461  0.131
C  0.33964  0.96359  1.24512  -0.040
H  -0.11160  1.89647  1.55157  0.062

## Properties
M = 103.55 g mol⁻¹

***

What are the relative energies? In hartree: arrangement w 0.0888; arrangement x 0.0000.

***

Arrangement w

Formula: C3H7N2P
Source: OMol25
Level of theory: ωB97M-V/def2-TZVPD

Last column: Löwdin charge in e.
Element x y z (Å)
P  1.61608  0.18608  1.92866  0.750
C  -1.43446  0.74871  0.02396  -0.180
H  -1.54033  -0.80978  -1.48797  0.102
H  2.67478  0.69020  1.03301  -0.116
N  0.38674  -0.15021  0.88827  -0.533
H  1.29341  0.20763  -1.18275  0.118
C  0.45866  -0.47201  -0.70408  -0.159
H  -0.51884  0.66707  -2.09043  0.137
H  -2.32462  1.38686  -0.06150  0.107
H  0.71767  -1.57988  -0.72043  0.115
C  -0.88973  0.01402  -1.18388  -0.196
H  2.08941  -1.14904  1.79411  -0.120
N  -0.80067  0.55049  1.10744  -0.025

## Properties
M = 102.08 g mol⁻¹

***

Arrangement x

Formula: C3H7N2P
Source: OMol25
Level of theory: ωB97M-V/def2-TZVPD

Last column: Löwdin charge in e.
Element x y z (Å)
N  0.38227  1.00435  -0.32283  -0.387
H  -1.67214  0.48469  -0.02437  0.018
C  -0.65883  -0.87458  -1.78412  -0.165
H  0.38097  -0.82204  2.44066  0.020
H  -1.33305  1.80160  -0.85113  0.054
C  1.24915  -0.96701  1.73849  -0.263
N  -1.00463  -1.71865  -1.08635  0.069
C  -1.02042  1.30509  0.05574  -0.211
H  -0.99429  1.88634  0.98956  0.080
H  1.68260  -1.90349  1.72447  -0.059
H  2.28105  0.08655  -0.57315  0.000
P  1.21163  -0.15163  0.25784  0.757
H  -0.50430  -0.13122  -2.56480  0.087

## Properties
M = 102.08 g mol⁻¹

***

What are the relative energies? In hartree: arrangement w 0.0000; arrangement x 0.0624.

***

Arrangement w

Formula: C2H4NP
Source: OMol25
Level of theory: ωB97M-V/def2-TZVPD

Last column: Löwdin charge in e.
Element x y z (Å)
C  1.16254  0.68838  0.10575  -0.244
H  0.88948  -1.68942  -0.18031  0.096
C  1.04911  -0.62551  0.14833  -0.193
H  -1.33762  0.33099  -1.34769  -0.077
N  0.08456  0.17741  0.95080  -0.300
P  -1.56537  0.45480  0.18671  0.740
H  1.60230  1.64289  -0.22656  0.090
H  -1.88501  -0.97955  0.36296  -0.112

## Properties
M = 73.03 g mol⁻¹
2S+1 = 3

***

Arrangement x

Formula: C2H4NP
Source: OMol25
Level of theory: ωB97M-V/def2-TZVPD

Last column: Löwdin charge in e.
Element x y z (Å)
N  -0.90739  1.54174  0.61255  0.014
H  -1.60325  -0.48704  0.91898  0.073
P  1.32325  0.20376  -0.91830  0.741
H  1.44353  -0.84694  -0.03040  -0.165
H  2.43428  1.11045  -0.35594  -0.051
C  -0.04009  1.05573  -0.13245  -0.625
H  -2.03458  0.24487  -0.70392  0.065
C  -1.49019  0.28048  0.19911  -0.053

## Properties
M = 73.03 g mol⁻¹
2S+1 = 3

***

Arrangement y

Formula: C2H4NP
Source: OMol25
Level of theory: ωB97M-V/def2-TZVPD

Last column: Löwdin charge in e.
Element x y z (Å)
H  -0.94030  1.78311  0.37611  0.072
H  -1.01070  0.40299  -0.60429  -0.049
H  -0.68973  -0.04707  1.05162  0.078
C  1.89622  -0.84400  -0.39996  -0.468
N  2.22430  -0.27282  0.78678  -0.202
P  1.31738  0.82136  -0.29623  0.860
H  2.37299  -1.62492  -1.00281  0.038
C  -0.47950  0.69994  0.18604  -0.328

## Properties
M = 73.03 g mol⁻¹
2S+1 = 3

***

Arrangement z

Formula: C2H4NP
Source: OMol25
Level of theory: ωB97M-V/def2-TZVPD

Last column: Löwdin charge in e.
Element x y z (Å)
H  -0.80930  0.69588  -1.07554  0.045
N  1.25707  1.74154  0.80094  -0.152
C  -0.56334  0.09401  -0.28664  -0.140
H  0.07316  -0.78053  -0.49429  0.083
H  1.96504  -0.40650  1.75949  -0.109
H  -1.43491  -0.47865  0.06779  0.088
C  0.20834  0.78289  0.67759  -0.660
P  1.12062  0.59082  2.23335  0.844

## Properties
M = 73.03 g mol⁻¹
2S+1 = 3

***

What are the relative energies? In hartree: arrangement w 0.0605; arrangement x 0.0443; arrangement y 0.0000; arrangement z 0.0101.

***

Arrangement w

Formula: C3H7NO3
Source: OMol25
Level of theory: ωB97M-V/def2-TZVPD

Last column: Löwdin charge in e.
Element x y z (Å)
O  1.53033  0.31929  0.14119  -0.144
C  -0.83106  -1.66121  0.00985  -0.023
C  0.34229  0.36698  -0.69643  -0.338
O  -2.06202  0.40064  -0.19213  0.111
N  1.46541  0.88729  1.39481  0.049
H  0.88031  0.49716  2.03453  0.049
O  0.22148  1.61193  -1.39256  -0.037
H  -0.28174  2.42257  -0.93591  0.171
C  -1.02470  -0.21396  -0.27980  -0.410
H  1.55328  1.85922  1.15210  0.094
H  0.19923  -1.73358  0.42189  0.092
H  0.53472  -0.39015  -1.49817  0.167
H  -1.03450  -2.33170  -0.94133  0.143
H  -1.49304  -2.03448  0.78195  0.078

## Properties
M = 105.09 g mol⁻¹

***

Arrangement x

Formula: C3H7NO3
Source: OMol25
Level of theory: ωB97M-V/def2-TZVPD

Last column: Löwdin charge in e.
Element x y z (Å)
C  -1.19587  1.29049  0.21627  0.007
O  1.31097  0.93202  1.27452  0.099
H  -1.76696  1.26308  1.14247  0.068
H  -0.60882  0.11125  0.40525  0.095
O  0.00059  -2.05708  -0.66445  0.028
H  2.15529  0.61769  -1.09201  0.121
H  -0.09468  -3.01864  -0.53172  0.115
H  0.69305  -0.05578  -1.63972  0.097
C  0.74122  0.53681  0.30391  -0.565
N  1.14731  0.59297  -1.01191  0.135
H  -1.76564  1.00833  -0.66796  0.061
O  0.05239  -2.04393  1.59414  0.085
H  -0.73231  2.26645  0.11092  0.067
C  0.06348  -1.44364  0.56031  -0.414

## Properties
M = 105.09 g mol⁻¹

***

Arrangement y

Formula: C3H7NO3
Source: OMol25
Level of theory: ωB97M-V/def2-TZVPD

Last column: Löwdin charge in e.
Element x y z (Å)
H  0.55391  -0.39999  3.37084  0.060
H  1.28733  1.02680  3.09017  0.081
O  -2.43015  -0.35869  1.03792  -0.026
H  0.86457  0.69052  -2.70776  0.098
O  2.00785  -0.07114  -0.52379  0.049
H  0.11996  -0.41691  1.29821  0.136
N  -0.16416  -0.26802  0.25127  0.093
H  -0.70310  0.81190  -2.08193  0.109
C  -1.54447  -0.10366  0.14898  -0.268
O  0.86667  0.22871  2.71795  -0.046
H  0.01084  -0.80068  -2.74400  0.057
H  -1.80550  -0.20375  -0.87061  0.089
C  0.13938  0.04086  -2.16808  -0.013
C  0.79687  -0.17596  -0.81918  -0.419

## Properties
M = 105.09 g mol⁻¹

***

What are the relative energies? In hartree: arrangement w 0.0936; arrangement x 0.1044; arrangement y 0.0000.

***

Arrangement w

Formula: C3H7NO3
Source: OMol25
Level of theory: ωB97M-V/def2-TZVPD

Last column: Löwdin charge in e.
Element x y z (Å)
O  0.03335  2.62291  0.11932  0.054
H  1.37941  -3.12800  1.61800  0.038
H  -0.25858  1.02006  -2.08190  0.127
O  -2.59867  1.04273  -1.09199  0.085
H  0.52499  -1.94539  2.24394  0.033
H  1.25771  -0.22684  -0.04371  0.072
H  -1.90461  -0.58018  -0.05169  0.123
C  -1.76424  0.25235  -0.77648  -0.260
N  0.61933  0.45741  -0.25560  0.028
C  0.64208  1.63862  0.43626  -0.359
C  -0.33815  0.24270  -1.31836  -0.149
O  1.23659  -2.18057  1.65390  -0.051
H  1.30043  1.50525  1.31874  0.135
H  -0.12965  -0.72104  -1.77042  0.123

## Properties
M = 105.09 g mol⁻¹

***

Arrangement x

Formula: C3H7NO3
Source: OMol25
Level of theory: ωB97M-V/def2-TZVPD

Last column: Löwdin charge in e.
Element x y z (Å)
C  -2.65329  -0.52041  0.37560  -0.073
H  3.64372  0.20625  -0.54685  0.089
O  -0.27920  -1.12996  -0.84830  0.115
O  -1.62901  0.45649  0.20984  -0.075
H  -3.26835  -0.22613  1.23151  0.089
H  0.15668  1.88931  -0.02445  0.156
H  2.73011  0.53612  0.93849  0.086
C  -0.43058  -0.02435  -0.37670  -0.516
H  2.41878  -0.95990  -0.00206  0.085
N  0.48052  0.93357  -0.08414  0.092
O  1.70650  0.79048  -0.86216  -0.138
H  -2.26176  -1.52348  0.57659  0.092
H  -3.28051  -0.53264  -0.52084  0.092
C  2.66639  0.10465  -0.06653  -0.095

## Properties
M = 105.09 g mol⁻¹

***

Arrangement y

Formula: C3H7NO3
Source: OMol25
Level of theory: ωB97M-V/def2-TZVPD

Last column: Löwdin charge in e.
Element x y z (Å)
N  -0.65673  -1.41884  -0.13339  0.067
H  0.79200  1.32709  -1.37287  0.113
H  -0.24170  -2.20860  0.33560  0.083
C  -0.01300  0.72477  -1.05318  -0.161
C  1.13640  -0.15358  0.99390  -0.491
H  -1.76841  1.52894  -0.50543  0.122
H  -0.74357  0.52586  -1.88340  0.144
H  1.14273  -1.05667  -0.96864  0.143
H  -1.33383  -1.10238  0.53189  0.069
O  -0.86106  1.47473  -0.12987  -0.098
H  -0.43586  0.94327  1.42201  0.086
O  2.20320  -0.57223  1.24738  0.144
C  0.46284  -0.49945  -0.36484  -0.301
O  0.31699  0.48708  1.88088  0.080

## Properties
M = 105.09 g mol⁻¹

***

Arrangement z

Formula: C3H7NO3
Source: OMol25
Level of theory: ωB97M-V/def2-TZVPD

Last column: Löwdin charge in e.
Element x y z (Å)
H  -1.15051  -1.44886  0.77596  0.075
H  -2.82957  -1.04035  0.18277  0.091
H  1.39196  2.09536  -0.35934  0.120
H  0.74747  -1.24485  0.24057  0.118
C  0.98647  -0.18838  0.37573  -0.111
O  -0.01570  0.78251  0.31482  -0.202
N  -1.38211  0.38346  -0.20913  -0.030
H  -1.19228  0.02092  -1.14278  0.113
O  1.94411  1.64025  -1.02021  0.119
O  2.21152  -0.45540  -1.71554  0.108
C  -1.91740  -0.64689  0.63060  -0.123
H  -2.14519  -0.21320  1.60813  0.087
C  1.73837  0.32212  -0.93806  -0.500
H  1.61286  -0.00670  1.25647  0.135

## Properties
M = 105.09 g mol⁻¹

***

What are the relative energies? In hartree: arrangement w 0.0099; arrangement x 0.0589; arrangement y 0.0000; arrangement z 0.0835.

***

Arrangement w

Formula: C7H8N4
Source: OMol25
Level of theory: ωB97M-V/def2-TZVPD

Last column: Löwdin charge in e.
Element x y z (Å)
C  2.18328  -1.11982  -0.00157  -0.083
H  1.47766  -3.13810  0.13883  0.099
N  -0.34135  2.08095  -0.04381  0.098
N  -2.01049  0.52062  -0.13599  0.007
N  1.53455  0.04140  -0.06958  -0.022
C  1.22106  -2.10188  -0.01559  -0.132
C  1.00034  2.34992  -0.05524  -0.121
H  -2.29288  -1.24100  0.91556  0.082
H  3.26113  -1.30859  -0.21291  0.137
H  2.94262  1.54300  0.26151  0.100
C  -2.68028  -0.71771  0.03317  -0.121
H  -3.75447  -0.53059  0.17572  0.090
C  1.95070  1.36061  -0.03633  -0.038
N  -0.03612  -1.59086  -0.14337  0.129
C  -0.68738  0.82390  -0.06855  -0.278
H  -2.60158  -1.40696  -0.77824  0.066
H  -2.58305  1.31896  0.06290  0.126
C  0.21493  -0.28563  -0.08766  -0.238
H  1.20130  3.40179  0.06115  0.099

## Properties
M = 148.17 g mol⁻¹

***

Arrangement x

Formula: C7H8N4
Source: OMol25
Level of theory: ωB97M-V/def2-TZVPD

Last column: Löwdin charge in e.
Element x y z (Å)
C  1.36731  0.81248  0.86939  -0.123
H  -1.45258  1.47192  -2.41277  0.047
N  -1.54344  1.30456  0.89216  0.175
C  0.38297  -0.05389  0.47864  -0.144
N  -2.40749  -1.93297  1.52931  0.170
H  4.10584  -0.63092  0.08665  0.084
H  1.26329  1.73512  1.32564  0.097
C  3.08536  -0.55755  0.24925  -0.100
C  -1.87636  -1.01331  1.07817  -0.156
N  -2.21848  1.16748  -1.84420  0.114
C  -1.11535  0.16986  0.68865  -0.361
C  0.87102  -1.25410  -0.03243  -0.033
H  -2.51760  1.31487  1.18293  0.084
N  2.65312  0.65949  0.67771  0.075
C  2.20274  -1.57672  -0.06657  -0.057
H  -2.58971  1.82493  -1.49327  -0.135
H  -3.03073  1.06924  -2.39728  0.031
H  0.18231  -2.03268  -0.55136  0.155
H  2.63779  -2.47781  -0.26061  0.077

## Properties
M = 148.17 g mol⁻¹

***

What are the relative energies? In hartree: arrangement w 0.0000; arrangement x 0.1027.